No. 1
124
Properties=species:S:1:pos:R:3:forces:R:3 method="wB97M-V/def2-TZVPD" homo_lumo_gap_ev=9.94 e_lumo_ev=0.07 multiplicity=1 fmax_ev_per_a=17.31
O 5.183 -4.042 0.328 2.635 -2.301 0.259
C 4.435 -3.165 0.230 -1.719 1.255 0.440
O 4.607 -2.108 -0.603 -0.808 0.054 -0.157
C 3.409 -2.021 -1.409 0.206 0.185 -0.439
C 3.054 -0.574 -1.673 0.104 0.584 0.286
C 2.638 0.229 -0.425 0.205 -0.505 -0.313
C 1.529 -0.379 0.449 1.037 1.749 -0.251
F 2.030 -1.414 1.131 -0.240 -1.084 0.268
F 1.235 0.553 1.402 -0.141 0.202 0.137
C 0.158 -0.674 -0.231 1.754 -0.096 -0.214
F 0.005 0.239 -1.189 0.004 0.697 -1.074
F -0.795 -0.425 0.646 -1.120 -0.548 1.058
C -0.051 -2.051 -0.889 -2.224 0.094 0.327
F 0.405 -3.072 -0.186 0.596 -0.546 0.938
F 0.473 -2.130 -2.091 0.860 0.518 -1.177
C -1.587 -2.338 -1.080 1.515 -1.206 -0.887
F -2.227 -1.397 -1.702 -0.689 1.674 -0.286
F -1.648 -3.402 -1.860 0.092 -1.203 -0.905
F -2.158 -2.679 0.027 -0.941 0.251 1.906
H 3.507 -3.180 0.827 -0.131 0.486 -0.251
H 2.621 -2.588 -0.907 -0.033 0.137 -0.160
H 3.634 -2.530 -2.350 -0.125 0.010 0.017
H 2.314 -0.449 -2.464 -0.084 -0.381 0.034
H 3.956 -0.091 -2.059 -0.015 -0.019 0.014
H 2.396 1.252 -0.703 -0.362 -0.072 -0.020
H 3.520 0.315 0.214 -0.216 -0.153 0.280
C 3.480 3.620 6.229 0.216 0.151 -0.206
C 2.473 2.932 5.331 -0.020 -0.137 0.671
O 2.501 3.486 4.002 -0.017 0.048 -0.431
C 3.469 3.047 3.206 -0.197 -0.251 0.798
O 4.309 2.247 3.494 0.059 0.095 -0.388
C 3.332 3.690 1.821 0.067 0.541 -1.019
F 3.111 5.015 1.892 -0.018 -0.248 0.246
F 2.305 3.153 1.140 0.060 -0.007 0.282
F 4.428 3.521 1.076 -0.087 -0.173 0.362
H 3.315 4.698 6.231 -0.104 -0.030 0.073
H 3.395 3.247 7.250 -0.044 -0.014 -0.023
H 4.499 3.448 5.883 -0.021 -0.109 0.033
H 1.465 3.098 5.705 -0.048 0.120 -0.251
H 2.635 1.855 5.295 0.124 0.042 -0.193
C 4.440 7.280 -0.316 0.246 0.170 -0.206
C 3.413 6.587 -1.186 -0.026 -0.132 0.689
O 3.403 7.132 -2.519 -0.014 0.026 -0.401
C 4.351 6.690 -3.337 -0.156 -0.229 0.776
O 5.200 5.893 -3.062 0.041 0.075 -0.369
C 4.175 7.319 -4.724 -0.043 0.576 -0.865
F 3.954 8.640 -4.654 0.015 -0.265 0.189
F 3.128 6.767 -5.365 0.137 0.135 0.363
F 5.258 7.141 -5.488 -0.114 -0.144 0.315
H 4.276 8.358 -0.313 -0.112 -0.031 0.060
H 4.381 6.910 0.706 -0.045 -0.012 -0.022
H 5.451 7.110 -0.687 -0.023 -0.111 0.023
H 2.415 6.752 -0.786 -0.055 0.113 -0.245
H 3.576 5.510 -1.219 0.123 0.040 -0.186
C -2.701 -7.541 0.517 0.177 0.035 0.303
C -1.700 -7.227 -0.575 -0.616 -0.229 -0.173
O -0.542 -6.558 -0.040 0.415 0.124 0.074
C 0.374 -7.334 0.534 -0.735 -0.169 -0.418
O 0.320 -8.523 0.646 0.303 0.107 0.151
C 1.551 -6.471 1.005 0.786 0.617 0.424
F 1.128 -5.358 1.638 -0.114 -0.265 -0.048
F 2.291 -6.058 -0.038 -0.205 -0.201 -0.066
F 2.353 -7.130 1.839 -0.338 -0.050 -0.223
H -2.967 -6.634 1.062 -0.094 0.040 -0.117
H -3.605 -7.974 0.091 0.017 0.031 -0.038
H -2.288 -8.244 1.240 0.001 -0.081 -0.092
H -2.139 -6.539 -1.296 0.209 0.176 0.072
H -1.401 -8.123 -1.119 0.184 -0.009 0.144
C -4.627 0.429 -0.974 -0.223 0.390 -0.092
C -3.544 1.017 -0.097 -0.082 -0.610 -0.125
O -3.534 2.455 -0.172 0.055 0.357 0.114
C -4.437 3.085 0.573 0.142 -0.792 -0.028
O -5.245 2.566 1.286 -0.020 0.359 0.021
C -4.267 4.603 0.419 -0.047 0.891 -0.155
F -4.122 4.959 -0.867 -0.018 -0.203 0.205
F -3.176 5.027 1.082 -0.130 -0.246 -0.058
F -5.320 5.263 0.906 0.141 -0.301 -0.016
H -4.522 0.785 -2.001 0.132 -0.066 0.000
H -4.576 -0.656 -0.972 0.061 0.017 0.009
H -5.616 0.728 -0.631 0.022 -0.070 0.088
H -2.569 0.693 -0.443 0.049 0.336 -0.067
H -3.645 0.693 0.940 -0.129 0.193 0.047
C 3.823 4.186 -6.574 -0.313 -0.204 0.006
C 4.098 3.398 -7.837 0.470 0.402 0.242
O 3.110 2.369 -8.032 -0.245 -0.257 -0.182
C 1.954 2.760 -8.562 0.697 0.430 0.141
O 1.672 3.876 -8.882 -0.285 -0.210 -0.073
C 1.033 1.547 -8.746 -0.619 -0.642 -0.046
F 1.017 0.764 -7.653 0.100 0.223 -0.136
F 1.444 0.790 -9.779 0.078 0.234 0.156
F -0.223 1.922 -8.993 0.304 0.113 0.039
H 3.751 3.516 -5.715 0.137 -0.012 -0.014
H 4.618 4.906 -6.395 0.051 -0.050 -0.054
H 2.879 4.723 -6.644 0.044 0.044 -0.110
H 5.055 2.885 -7.755 -0.149 -0.236 -0.041
H 4.151 4.045 -8.712 -0.230 -0.049 -0.029
C -0.793 -3.148 2.826 -0.162 -0.234 0.222
C -1.466 -1.900 3.357 0.512 0.069 -0.574
O -2.597 -2.229 4.186 -0.137 0.004 0.418
C -2.327 -2.578 5.440 0.676 0.315 -0.684
O -1.240 -2.642 5.933 -0.369 -0.099 0.293
C -3.637 -2.849 6.193 0.821 -0.285 1.331
F -4.477 -3.610 5.469 12.999 -8.806 7.299
F -4.273 -1.697 6.469 0.395 -0.061 0.070
F -3.415 -3.478 7.347 0.123 0.229 -0.171
H -1.518 -3.777 2.305 0.036 0.088 -0.089
H 0.007 -2.886 2.136 -0.050 0.003 0.108
H -0.369 -3.747 3.632 0.091 0.107 0.025
H -1.862 -1.311 2.531 -0.256 -0.086 0.214
H -0.767 -1.266 3.903 -0.088 -0.094 0.196
C -5.627 -2.738 4.481 -6.357 4.410 -5.113
C -6.688 -3.526 3.741 0.214 0.441 0.808
O -6.858 -3.035 2.396 -0.030 -0.178 -0.957
C -5.966 -3.452 1.507 -0.384 -0.022 1.015
O -5.046 -4.187 1.725 0.216 -0.041 -0.410
C -6.302 -2.882 0.123 -0.224 0.425 -0.777
F -6.595 -1.571 0.176 0.036 -0.385 0.195
F -7.360 -3.509 -0.416 0.154 -0.025 0.274
F -5.278 -3.029 -0.728 0.000 -0.083 0.267
H -5.860 -1.673 4.460 -0.465 0.222 -0.403
H -5.563 -3.066 5.518 -6.445 2.925 -1.340
H -4.647 -2.864 4.019 -1.379 0.906 -1.461
H -7.653 -3.404 4.229 -0.095 0.102 -0.234
H -6.462 -4.593 3.728 0.085 -0.036 -0.262

No. 2
88
Properties=species:S:1:pos:R:3:forces:R:3 method="wB97M-V/def2-TZVPD" total_charge=-2 homo_lumo_gap_ev=4.68 e_lumo_ev=4.26 e_above_lowest_kj_mol=24.6 multiplicity=1 fmax_ev_per_a=0.97
Pd -0.233 0.504 -0.309 0.357 0.900 0.028
C -0.500 -2.687 3.842 0.293 -0.050 -0.057
O -1.367 -1.595 3.641 -0.334 0.091 -0.126
C -1.871 -1.339 2.383 0.073 0.077 0.254
O -2.616 -0.395 2.245 -0.002 -0.049 0.016
N -1.504 -2.192 1.419 0.034 -0.531 0.047
N -1.862 -1.930 0.065 0.090 0.376 0.094
H -0.320 -2.743 4.914 -0.045 -0.021 -0.015
H 0.462 -2.533 3.340 -0.042 -0.049 -0.073
H -0.949 -3.628 3.505 0.012 -0.008 0.064
H -0.790 -2.883 1.560 0.113 0.156 0.071
H -1.665 -0.908 -0.014 -0.451 0.036 -0.238
H -1.095 -2.276 -0.522 -0.218 -0.237 -0.008
C 1.121 -4.517 0.636 -0.004 0.078 0.016
C 2.146 -3.403 0.678 -0.144 -0.144 0.002
C 3.500 -3.725 0.849 0.018 0.050 0.024
C 4.414 -2.679 0.838 0.067 -0.013 -0.021
C 5.886 -2.972 1.011 0.055 -0.020 0.025
C 4.018 -1.364 0.650 0.033 0.076 0.074
C 2.646 -0.978 0.461 -0.036 -0.007 -0.094
C 1.749 -2.099 0.525 0.056 -0.165 0.007
N 2.084 0.205 0.221 0.107 -0.029 -0.183
C 2.775 1.464 -0.050 0.029 0.002 0.017
C 4.318 1.521 -0.080 0.006 -0.003 0.019
C 4.820 2.936 -0.405 -0.015 0.019 0.005
C 4.329 3.919 0.661 0.030 0.022 0.009
C 2.800 3.901 0.691 -0.015 -0.022 -0.018
C 2.257 4.326 -0.678 -0.017 0.015 0.003
C 2.773 3.368 -1.756 0.012 0.039 0.053
C 4.302 3.385 -1.772 0.031 0.015 -0.036
C 2.299 1.956 -1.435 0.014 -0.238 0.057
C 2.319 2.484 1.009 -0.108 0.033 0.046
H 1.601 -5.484 0.483 0.029 -0.010 0.000
H 0.407 -4.371 -0.179 -0.023 0.049 0.007
H 0.557 -4.591 1.573 -0.007 -0.009 0.025
H 3.821 -4.755 0.963 0.010 -0.009 0.001
H 6.058 -4.038 1.169 0.000 -0.008 0.004
H 6.301 -2.434 1.868 -0.011 0.001 0.008
H 6.462 -2.666 0.133 -0.023 0.007 -0.018
H 4.807 -0.634 0.640 0.025 -0.017 0.025
H 0.709 -1.861 0.359 -0.097 0.103 -0.100
H 4.703 0.823 -0.828 -0.006 -0.015 -0.006
H 4.726 1.230 0.892 -0.013 0.042 0.013
H 5.918 2.925 -0.414 -0.015 0.007 0.001
H 4.701 4.928 0.438 -0.008 0.010 0.003
H 4.721 3.634 1.644 0.014 -0.012 0.002
H 2.436 4.592 1.461 0.003 0.012 -0.012
H 2.564 5.355 -0.905 0.008 0.011 0.003
H 1.163 4.299 -0.663 -0.001 0.005 -0.004
H 2.386 3.671 -2.734 -0.004 0.010 -0.006
H 4.680 4.390 -2.004 -0.006 0.007 0.000
H 4.668 2.708 -2.551 0.013 -0.004 -0.007
H 2.653 1.241 -2.188 0.012 0.024 -0.009
H 1.206 1.889 -1.431 -0.100 0.115 -0.086
H 1.226 2.441 1.058 0.072 -0.008 -0.015
H 2.702 2.157 1.983 -0.004 0.012 0.019
C -2.755 3.954 -0.872 0.091 0.105 -0.065
Te -1.952 2.420 0.413 0.140 -0.598 0.107
C -3.613 1.270 -0.285 -0.124 -0.018 -0.065
C -4.548 2.206 -0.995 0.102 0.058 -0.008
C -5.811 1.790 -1.407 -0.009 -0.063 0.052
C -6.664 2.646 -2.083 0.001 0.074 -0.044
C -6.252 3.943 -2.365 -0.058 -0.035 -0.006
C -4.993 4.360 -1.969 0.045 0.065 0.016
C -4.131 3.506 -1.287 0.015 -0.084 0.010
H -2.108 4.098 -1.736 -0.058 -0.094 -0.072
H -2.814 4.885 -0.307 0.042 0.034 -0.022
H -4.064 0.786 0.577 -0.048 -0.069 -0.050
H -3.224 0.515 -0.973 -0.006 0.085 0.059
H -6.117 0.772 -1.195 -0.019 -0.010 0.008
H -7.642 2.303 -2.398 -0.027 -0.011 -0.002
H -6.906 4.622 -2.898 -0.022 0.008 -0.012
H -4.660 5.367 -2.197 -0.004 0.014 -0.015
O -2.076 2.071 -3.505 0.086 -0.028 0.060
C -1.498 0.995 -3.589 0.029 0.123 -0.159
N -1.332 0.056 -2.623 -0.198 -0.134 0.554
C -0.708 -1.030 -3.134 0.175 -0.150 -0.378
O -0.455 -2.097 -2.586 -0.023 0.055 0.037
C -0.357 -0.758 -4.591 -0.007 0.002 0.091
C 0.312 -1.507 -5.534 -0.049 0.101 -0.044
C 0.469 -0.943 -6.801 0.001 0.023 -0.042
C -0.035 0.323 -7.091 0.026 -0.033 -0.044
C -0.711 1.068 -6.124 0.023 -0.081 0.059
C -0.852 0.500 -4.876 0.001 -0.057 0.080
H 0.699 -2.488 -5.289 0.009 -0.015 0.003
H 0.995 -1.492 -7.575 -0.003 0.003 0.001
H 0.107 0.733 -8.086 0.002 -0.002 -0.001
H -1.107 2.055 -6.330 0.000 0.015 -0.016

No. 3
87
Properties=species:S:1:pos:R:3:forces:R:3 method="wB97M-V/def2-TZVPD" total_charge=+1 homo_lumo_gap_ev="5.04 / 4.83" e_lumo_ev="-4.53 / -4.59" e_above_lowest_kj_mol=0.0 multiplicity=2 fmax_ev_per_a=2.22
Ru -0.221 0.213 -0.156 0.827 1.985 0.568
C -3.180 1.433 0.075 -0.060 0.137 0.021
N -1.741 1.817 0.095 0.715 -0.609 0.037
C -1.381 2.669 -1.061 -0.232 0.318 0.135
C -1.489 1.876 -2.325 -0.085 -0.069 -0.192
N -0.547 0.734 -2.310 0.025 -0.854 0.065
C 0.736 1.120 -2.911 -0.009 0.234 0.067
C -1.143 -0.414 -3.018 0.109 0.290 -0.134
C -1.148 -0.464 -4.406 -0.018 0.058 -0.069
C -1.760 -1.517 -5.067 -0.017 -0.036 0.041
C -2.379 -2.521 -4.332 -0.018 0.041 0.087
C -2.372 -2.468 -2.946 -0.028 -0.046 -0.049
C -1.758 -1.409 -2.274 0.009 -0.287 0.235
S -1.797 -1.372 -0.500 0.243 -0.366 -0.256
C -1.458 2.468 1.376 -0.344 0.355 -0.246
C -1.821 3.786 1.601 -0.014 0.143 -0.001
C -1.649 4.345 2.861 -0.010 0.003 -0.043
C -1.134 3.581 3.901 0.014 -0.055 -0.005
C -0.778 2.261 3.676 -0.044 0.077 0.037
C -0.935 1.709 2.405 0.068 -0.062 0.358
S -0.455 0.068 2.117 -0.114 -0.571 -0.560
H -3.793 2.333 -0.017 0.032 0.057 0.063
H -3.419 0.925 1.003 0.032 -0.044 0.041
H -3.391 0.752 -0.740 0.014 0.005 -0.023
H -0.368 3.032 -0.895 0.096 0.062 0.001
H -2.041 3.536 -1.147 -0.044 0.035 0.129
H -1.301 2.521 -3.185 0.063 -0.022 -0.084
H -2.493 1.480 -2.440 -0.093 0.003 -0.020
H 0.608 1.531 -3.914 -0.031 0.018 -0.025
H 1.373 0.249 -2.966 0.099 -0.123 -0.018
H 1.216 1.874 -2.287 0.029 -0.009 0.009
H -0.682 0.324 -4.985 -0.023 -0.053 0.030
H -1.755 -1.549 -6.149 -0.002 -0.006 0.034
H -2.869 -3.345 -4.838 0.064 0.036 0.049
H -2.836 -3.254 -2.362 0.009 0.031 -0.048
H -2.248 4.384 0.805 0.009 -0.014 0.074
H -1.933 5.377 3.030 0.021 -0.061 -0.007
H -1.012 4.012 4.887 0.010 -0.020 -0.068
H -0.365 1.649 4.469 -0.025 0.057 -0.060
C 3.812 -0.156 1.448 -0.132 -0.141 -0.121
C 2.397 0.358 1.258 0.885 -0.456 -0.819
O 1.886 0.910 2.206 -0.564 0.381 0.276
N 1.706 0.200 0.025 -1.991 -0.370 0.687
Te 3.635 -0.351 -1.670 0.692 -0.178 -0.150
C 4.262 0.226 -3.620 -0.314 0.121 -0.050
C 5.230 1.244 -3.667 0.089 -0.040 -0.098
C 5.831 1.924 -2.454 -0.030 -0.074 -0.155
C 5.715 1.628 -4.915 0.018 0.086 0.053
C 5.251 1.069 -6.097 0.043 0.061 -0.113
C 5.772 1.527 -7.436 -0.044 -0.065 0.097
C 4.268 0.092 -6.016 -0.027 -0.040 -0.046
C 3.746 -0.336 -4.800 0.118 -0.005 0.012
C 2.662 -1.384 -4.849 0.125 0.116 -0.121
C 3.842 -2.454 -1.823 0.171 -0.020 0.010
C 5.144 -2.972 -1.897 0.009 -0.020 0.037
C 6.422 -2.159 -1.869 -0.126 -0.116 -0.068
C 5.290 -4.356 -1.996 0.112 0.000 -0.011
C 4.208 -5.220 -2.003 0.004 -0.083 -0.004
C 4.396 -6.711 -2.116 -0.051 0.084 0.003
C 2.933 -4.672 -1.907 -0.057 -0.071 -0.001
C 2.724 -3.303 -1.827 -0.002 -0.023 -0.076
C 1.303 -2.803 -1.812 0.083 -0.104 0.048
H 3.993 -0.199 2.518 -0.038 0.024 0.037
H 4.537 0.520 0.997 -0.012 -0.013 0.006
H 3.948 -1.148 1.015 0.039 0.021 0.012
H 5.125 2.061 -1.640 -0.055 0.029 0.022
H 6.208 2.907 -2.731 0.021 -0.027 -0.025
H 6.675 1.347 -2.063 -0.043 -0.021 0.021
H 6.485 2.393 -4.958 -0.061 -0.022 -0.008
H 6.629 2.189 -7.325 -0.022 -0.025 0.007
H 4.997 2.066 -7.985 0.020 -0.005 0.018
H 6.071 0.676 -8.051 0.003 0.019 0.022
H 3.891 -0.360 -6.931 0.017 0.046 0.068
H 2.976 -2.232 -5.462 0.001 0.045 0.035
H 1.755 -0.976 -5.303 0.020 -0.005 0.016
H 2.412 -1.765 -3.871 -0.040 -0.017 0.126
H 6.257 -1.096 -1.725 -0.051 0.063 0.018
H 6.971 -2.283 -2.805 -0.033 -0.012 0.018
H 7.066 -2.506 -1.060 -0.005 -0.029 -0.026
H 6.295 -4.763 -2.063 -0.078 0.019 0.018
H 5.449 -6.984 -2.073 -0.021 0.016 0.004
H 3.988 -7.079 -3.059 0.017 0.015 0.023
H 3.873 -7.231 -1.311 0.022 0.018 -0.014
H 2.068 -5.332 -1.902 0.080 0.056 -0.004
H 0.638 -3.536 -1.354 0.010 -0.003 0.020
H 0.935 -2.631 -2.826 -0.024 0.010 -0.007
H 1.207 -1.880 -1.249 -0.049 0.125 0.028